[1]
Below is 14 unconnected molecules or ions with the total composition C38H84F6N2O24S8 at a distorted geometry, with properties calculated with the ωB97M-V functional and the def2-TZVPD basis.

## Properties
total charge = -2
HOMO energy = -0.95 eV
frontier orbital gap = 4.27 eV

CARTESIAN COORDINATES (ANGSTROEM)
O  2.749  1.036  -1.731
C  2.922  0.377  -2.840
O  3.822  0.738  -3.630
O  2.321  -0.551  -3.382
H  2.013  0.631  -1.268
C  0.270  2.718  -0.232
F  -0.369  2.758  -1.433
F  1.604  3.126  -0.338
F  -0.495  3.443  0.557
S  0.077  0.979  0.539
O  1.068  0.993  1.647
O  -1.393  0.926  0.921
N  0.522  -0.057  -0.727
S  -0.324  -1.268  -0.207
O  -0.249  -1.662  1.202
O  -1.702  -1.327  -0.674
C  0.480  -2.813  -1.028
F  1.773  -2.924  -0.731
F  -0.151  -3.921  -0.654
F  0.353  -2.869  -2.345
C  5.378  -1.993  -1.811
S  6.290  -2.275  -3.389
O  5.466  -1.275  -4.333
C  7.610  -1.288  -2.686
H  4.318  -2.236  -1.888
H  5.346  -0.952  -1.491
H  5.800  -2.678  -1.075
H  7.338  -0.511  -1.971
H  7.947  -0.795  -3.597
H  8.383  -1.996  -2.389
C  3.362  -5.098  -2.766
S  2.889  -4.243  -4.374
O  3.616  -2.889  -4.285
C  3.976  -5.338  -5.367
H  2.813  -6.035  -2.672
H  2.976  -4.495  -1.945
H  4.343  -5.329  -2.351
H  4.641  -5.884  -4.698
H  4.643  -4.884  -6.101
H  3.323  -6.017  -5.916
C  -2.713  -4.046  1.412
S  -4.508  -3.760  1.600
O  -4.819  -3.522  3.109
C  -4.377  -2.211  0.656
H  -2.545  -3.903  0.345
H  -2.551  -5.124  1.415
H  -2.017  -3.467  2.020
H  -5.307  -1.644  0.691
H  -4.233  -2.475  -0.392
H  -3.582  -1.612  1.100
C  5.541  2.837  -0.942
S  5.784  1.966  0.726
O  7.197  2.507  1.098
C  4.597  2.932  1.752
H  4.480  2.800  -1.187
H  6.201  2.290  -1.615
H  5.840  3.884  -1.000
H  3.532  2.825  1.545
H  4.701  3.980  1.471
H  4.777  2.879  2.826
C  -4.288  0.655  -4.418
S  -2.679  -0.047  -5.172
O  -2.494  0.905  -6.371
C  -1.580  0.501  -3.773
H  -4.742  0.079  -3.612
H  -4.908  0.965  -5.260
H  -4.053  1.611  -3.950
H  -0.608  0.048  -3.964
H  -2.043  0.143  -2.854
H  -1.489  1.584  -3.866
C  1.667  6.216  -2.943
S  3.203  5.404  -2.428
O  4.266  6.402  -2.832
C  3.110  5.704  -0.634
H  0.865  5.517  -2.705
H  1.752  6.382  -4.017
H  1.473  7.122  -2.369
H  2.299  5.290  -0.035
H  2.970  6.764  -0.422
H  4.008  5.320  -0.150
C  2.346  -4.768  4.867
O  2.891  -5.464  5.723
N  1.180  -5.172  4.239
C  0.389  -4.166  3.474
C  0.654  -6.485  4.483
H  2.735  -3.758  4.664
H  -0.003  -4.587  2.548
H  0.946  -3.287  3.152
H  -0.424  -3.698  4.030
H  1.456  -7.164  4.773
H  -0.151  -6.622  5.205
H  0.206  -6.934  3.597
O  -6.002  1.697  0.310
C  -6.005  2.162  1.425
O  -7.075  2.127  2.234
C  -8.307  1.441  1.987
C  -9.178  1.564  3.244
C  -4.679  2.661  2.050
H  -8.082  0.399  1.759
H  -8.904  1.832  1.163
H  -8.846  0.896  4.039
H  -10.195  1.317  2.940
H  -9.244  2.566  3.667
H  -4.428  2.560  3.106
H  -4.687  3.742  1.912
H  -3.755  2.328  1.576
O  -0.777  0.848  6.382
C  -0.825  -0.087  5.559
O  -1.897  -0.586  4.975
C  -3.002  0.286  4.979
C  -3.830  -0.201  3.765
C  0.376  -0.898  5.077
H  -2.684  1.314  4.807
H  -3.549  0.182  5.916
H  -4.056  -1.261  3.883
H  -3.192  -0.009  2.902
H  -4.695  0.461  3.742
H  0.280  -1.623  4.269
H  0.648  -1.449  5.977
H  1.112  -0.135  4.824
O  -4.164  5.845  0.937
C  -3.215  6.021  0.105
O  -1.985  6.550  0.321
C  -1.826  7.009  1.610
C  -0.386  7.417  1.852
C  -3.164  5.541  -1.298
H  -2.082  6.189  2.280
H  -2.429  7.837  1.982
H  -0.076  8.216  1.178
H  0.406  6.668  1.855
H  -0.203  7.857  2.832
H  -3.914  4.755  -1.386
H  -2.215  5.057  -1.531
H  -3.479  6.267  -2.047
O  3.510  -1.400  4.030
C  4.046  -0.770  3.086
O  5.118  0.060  3.166
C  5.834  0.282  4.380
C  6.973  1.233  3.864
C  3.527  -0.933  1.633
H  6.273  -0.676  4.660
H  5.168  0.654  5.159
H  6.443  2.037  3.352
H  7.738  0.761  3.247
H  7.636  1.637  4.628
H  4.283  -1.453  1.045
H  3.481  0.081  1.237
H  2.578  -1.453  1.501
O  -5.038  -4.280  -3.991
C  -4.040  -3.671  -4.327
O  -3.794  -3.220  -5.561
C  -4.768  -3.224  -6.555
C  -4.967  -4.545  -7.382
C  -3.050  -3.216  -3.299
H  -4.540  -2.350  -7.166
H  -5.703  -2.864  -6.127
H  -5.678  -4.489  -8.206
H  -5.154  -5.366  -6.691
H  -3.996  -4.684  -7.858
H  -2.495  -2.385  -3.735
H  -2.277  -3.922  -2.995
H  -3.597  -2.925  -2.402

Here are the Löwdin charges for atoms 1 to 2, given in e: 0.054, -0.923

[2]
Below is a molecular structure, C38H89N3O24Rb at a distorted geometry, with properties calculated with the ωB97M-V functional and the def2-TZVPD basis.

## Properties
total charge = -2
HOMO energy (spin up / spin down) = 1.16 / -1.13 eV
frontier orbital gap (spin up / spin down) = 1.24 / 3.50 eV
expectation value of S² = 0.78
2S+1 = 2

CARTESIAN COORDINATES (ANGSTROEM)
Rb  -2.505  3.036  2.813
C  1.139  0.533  0.379
C  -0.108  0.236  1.124
C  -0.638  -1.337  1.249
O  -1.469  -1.686  2.068
C  0.013  -2.247  0.340
C  1.123  -1.908  -0.408
C  1.731  -0.470  -0.343
O  2.926  -0.251  -0.857
O  1.520  -2.851  -1.191
O  -0.743  1.088  1.708
H  1.524  1.542  0.422
H  -0.330  -3.270  0.312
C  -6.332  3.879  4.949
O  -5.386  4.688  4.289
C  -5.908  5.567  3.356
C  -4.917  5.887  2.241
N  -4.353  4.826  1.390
C  -5.374  3.980  0.750
C  -4.747  2.720  0.040
O  -4.377  1.789  0.977
C  -3.757  0.750  0.350
H  -5.962  3.412  5.862
H  -6.759  3.102  4.314
H  -7.112  4.564  5.279
H  -6.222  6.429  3.944
H  -6.863  5.230  2.954
H  -4.107  6.400  2.759
H  -5.394  6.677  1.661
H  -3.807  5.329  0.706
H  -5.805  4.670  0.025
H  -6.137  3.614  1.438
H  -3.936  3.101  -0.581
H  -5.448  2.242  -0.644
H  -2.755  0.999  0.000
H  -4.278  0.276  -0.482
H  -3.636  0.051  1.178
C  -0.506  0.642  -2.847
O  -1.383  1.656  -2.641
C  -1.300  2.619  -3.674
C  -2.449  3.636  -3.633
N  -2.291  4.575  -2.540
C  -3.319  5.606  -2.484
C  -2.873  6.750  -1.544
O  -2.732  6.366  -0.178
C  -2.146  7.376  0.632
H  -0.334  0.363  -3.887
H  -0.833  -0.246  -2.306
H  0.443  0.953  -2.412
H  -1.180  2.200  -4.673
H  -0.430  3.233  -3.438
H  -3.373  3.099  -3.421
H  -2.514  4.155  -4.589
H  -2.224  4.025  -1.695
H  -4.243  5.156  -2.121
H  -3.498  6.024  -3.474
H  -3.612  7.538  -1.690
H  -1.885  7.010  -1.926
H  -2.187  7.043  1.669
H  -2.657  8.336  0.560
H  -1.092  7.504  0.384
C  6.246  -7.270  3.785
O  5.561  -6.901  2.676
C  4.207  -6.422  2.926
C  3.461  -6.030  1.683
N  4.294  -5.189  0.872
C  4.569  -3.806  1.454
C  5.490  -2.942  0.694
O  6.278  -2.025  1.486
C  5.580  -0.847  1.804
H  5.722  -8.174  4.097
H  6.036  -6.515  4.543
H  7.276  -7.606  3.669
H  4.183  -5.622  3.666
H  3.724  -7.251  3.443
H  2.535  -5.498  1.901
H  3.079  -6.788  1.000
H  5.180  -5.669  0.806
H  5.064  -3.853  2.423
H  3.624  -3.329  1.715
H  4.978  -2.431  -0.121
H  6.193  -3.679  0.306
H  4.597  -1.085  2.209
H  5.342  -0.370  0.853
H  6.040  -0.064  2.407
C  0.139  -4.682  -4.785
C  -0.800  -3.834  -5.661
O  -0.154  -3.319  -6.817
O  1.230  -4.033  -4.172
H  0.426  -5.630  -5.241
H  -0.579  -5.027  -4.042
H  -1.181  -3.003  -5.067
H  -1.658  -4.426  -5.977
H  -0.723  -3.572  -7.547
H  0.925  -3.628  -3.356
C  -2.670  -2.645  -2.312
C  -3.407  -2.858  -0.933
O  -4.755  -2.473  -0.973
O  -1.434  -3.338  -2.244
H  -2.487  -1.584  -2.487
H  -3.227  -2.847  -3.227
H  -2.833  -2.458  -0.098
H  -3.404  -3.937  -0.779
H  -4.940  -2.386  -0.035
H  -0.821  -2.984  -1.595
C  -3.666  -0.589  4.587
C  -2.243  -0.343  5.101
O  -1.735  0.686  4.300
O  -3.620  -1.639  3.621
H  -4.172  0.261  4.130
H  -4.317  -0.890  5.408
H  -1.622  -1.219  5.293
H  -2.316  0.111  6.089
H  -1.571  0.389  3.402
H  -2.903  -1.480  3.002
C  1.266  -4.144  3.540
C  0.296  -3.387  4.373
O  -1.043  -3.531  4.002
O  1.034  -5.587  3.606
H  2.254  -3.908  3.936
H  1.284  -3.813  2.501
H  0.593  -2.340  4.432
H  0.326  -3.803  5.380
H  -1.182  -3.017  3.203
H  0.113  -5.692  3.855
C  0.760  3.953  -0.388
C  0.940  5.328  -0.936
O  0.527  5.376  -2.198
O  -0.579  3.524  -0.064
H  1.198  4.020  0.608
H  1.149  3.098  -0.942
H  1.962  5.689  -0.821
H  0.358  6.031  -0.340
H  -0.407  5.151  -2.180
H  -0.645  2.613  0.232
C  5.642  2.305  -1.429
C  5.524  1.163  -2.469
O  4.183  1.188  -2.960
O  4.941  2.047  -0.265
H  5.331  3.266  -1.837
H  6.669  2.470  -1.104
H  5.587  0.159  -2.051
H  6.267  1.250  -3.261
H  3.630  0.650  -2.388
H  4.242  1.417  -0.457
C  4.551  -2.043  -4.187
C  5.306  -3.103  -4.949
O  4.530  -4.282  -4.866
O  4.653  -2.218  -2.797
H  3.479  -2.107  -4.374
H  4.982  -1.094  -4.503
H  6.302  -3.345  -4.579
H  5.343  -2.890  -6.018
H  3.732  -4.066  -5.354
H  3.967  -1.797  -2.275

Here are the Löwdin charges for atoms 1 to 2, given in e: 0.913, -0.017

[3]
Below is 7 unconnected molecules or ions with the total composition C38H92N2O17 at a distorted geometry, with properties calculated with the ωB97M-V functional and the def2-TZVPD basis.

## Properties
HOMO energy = -8.59 eV
ΔE to the lowest compared entry with this formula, charge and spin = 2.549 eV
frontier orbital gap = 9.19 eV

CARTESIAN COORDINATES (ANGSTROEM)
C  -2.789  8.733  4.607
O  -2.048  8.098  3.559
C  -0.794  7.631  3.986
C  -0.246  6.523  3.114
O  -0.944  5.333  3.107
C  -2.267  5.360  2.596
C  -2.609  3.992  2.120
O  -2.883  3.158  3.225
C  -3.689  2.041  2.924
H  -3.075  7.997  5.364
H  -3.657  9.170  4.123
H  -2.192  9.519  5.083
H  -0.685  7.368  5.049
H  -0.065  8.467  3.900
H  0.787  6.352  3.433
H  -0.112  6.877  2.074
H  -2.327  6.119  1.800
H  -3.015  5.726  3.310
H  -1.736  3.580  1.592
H  -3.436  4.082  1.399
H  -3.771  1.400  3.799
H  -3.150  1.476  2.145
H  -4.701  2.292  2.586
C  3.801  -1.997  -0.917
O  2.823  -1.685  0.053
C  2.732  -2.652  1.065
C  1.643  -2.234  2.018
O  1.606  -0.889  2.344
C  2.771  -0.394  2.974
C  2.702  1.100  2.931
O  1.687  1.551  3.809
C  0.943  2.614  3.291
H  3.776  -1.248  -1.709
H  3.714  -3.002  -1.347
H  4.818  -1.923  -0.489
H  3.690  -2.921  1.537
H  2.384  -3.601  0.622
H  1.687  -2.856  2.933
H  0.684  -2.518  1.584
H  3.666  -0.777  2.460
H  2.881  -0.756  4.009
H  2.630  1.499  1.915
H  3.654  1.509  3.315
H  0.403  3.110  4.094
H  0.183  2.271  2.574
H  1.552  3.362  2.767
C  4.229  4.104  1.531
O  4.803  2.927  1.042
C  4.835  2.754  -0.333
C  5.390  1.373  -0.606
O  5.655  1.142  -1.990
C  4.533  1.159  -2.807
C  4.870  0.611  -4.159
O  5.837  1.329  -4.897
C  5.386  2.574  -5.302
H  4.821  4.994  1.246
H  4.196  4.084  2.617
H  3.228  4.296  1.114
H  5.446  3.518  -0.839
H  3.827  2.842  -0.774
H  4.700  0.572  -0.287
H  6.326  1.206  -0.076
H  4.068  2.158  -2.866
H  3.695  0.547  -2.420
H  3.961  0.486  -4.764
H  5.283  -0.388  -3.988
H  5.234  3.259  -4.460
H  4.501  2.526  -5.952
H  6.158  3.048  -5.917
C  0.937  -0.821  -4.361
O  0.720  -2.206  -4.330
C  0.699  -2.725  -3.034
C  0.540  -4.219  -3.051
O  1.491  -4.849  -3.860
C  1.627  -6.222  -3.594
C  2.924  -6.740  -4.112
O  4.006  -6.330  -3.321
C  5.241  -6.622  -3.911
H  1.720  -0.542  -3.635
H  0.050  -0.294  -3.987
H  1.223  -0.560  -5.372
H  -0.114  -2.355  -2.378
H  1.618  -2.418  -2.507
H  -0.486  -4.555  -3.269
H  0.680  -4.482  -1.979
H  0.824  -6.761  -4.123
H  1.526  -6.429  -2.520
H  3.066  -6.478  -5.175
H  2.827  -7.845  -4.133
H  6.039  -6.270  -3.266
H  5.323  -6.095  -4.876
H  5.363  -7.695  -4.115
C  -1.323  -4.661  0.296
O  0.006  -4.706  0.741
C  0.373  -5.852  1.477
C  -0.470  -6.176  2.688
O  -1.753  -6.620  2.330
C  -2.477  -7.113  3.445
C  -3.947  -7.066  3.112
O  -4.235  -7.868  2.005
C  -5.590  -7.873  1.719
H  -2.041  -4.223  1.008
H  -1.748  -5.629  0.027
H  -1.363  -3.956  -0.540
H  1.408  -5.727  1.796
H  0.371  -6.717  0.793
H  -0.492  -5.313  3.373
H  0.040  -7.002  3.215
H  -2.327  -6.429  4.286
H  -2.168  -8.151  3.604
H  -4.260  -6.020  2.963
H  -4.508  -7.399  4.004
H  -6.222  -7.858  2.617
H  -5.930  -8.742  1.147
H  -5.880  -7.022  1.079
C  -5.927  5.913  -3.278
C  -5.194  4.595  -3.468
C  -4.347  4.147  -2.291
O  -4.992  4.171  -1.059
C  -5.597  2.959  -0.656
N  -6.088  3.510  -3.946
H  -5.298  6.656  -2.774
H  -6.857  5.829  -2.713
H  -6.186  6.360  -4.242
H  -4.501  4.703  -4.311
H  -3.413  4.713  -2.264
H  -4.053  3.112  -2.537
H  -6.095  2.448  -1.483
H  -6.281  3.121  0.172
H  -4.775  2.327  -0.284
H  -6.948  3.488  -3.404
H  -6.378  3.752  -4.889
C  -0.567  2.364  0.578
C  -0.113  0.944  0.785
C  -1.178  -0.028  0.342
O  -2.384  0.279  0.988
C  -3.376  -0.688  0.765
N  1.080  0.701  0.010
H  -0.850  2.524  -0.467
H  0.227  3.078  0.818
H  -1.421  2.611  1.210
H  0.031  0.752  1.858
H  -0.846  -1.057  0.561
H  -1.275  0.048  -0.751
H  -4.356  -0.204  0.800
H  -3.405  -1.445  1.566
H  -3.263  -1.202  -0.194
H  1.815  1.377  0.175
H  1.492  -0.201  0.263

Here are the Löwdin charges for atoms 1 to 2, given in e: -0.087, -0.198

Number 2 is which compound? C38H89N3O24Rb